{"formula": "C42H28O28", "method": "wB97M-V/def2-TZVPD", "symbols": ["O", "O", "O", "O", "O", "O", "O", "O", "O", "O", "O", "O", "O", "O", "O", "O", "O", "O", "O", "O", "O", "O", "O", "O", "O", "O", "O", "O", "C", "C", "C", "C", "C", "C", "C", "C", "C", "C", "C", "C", "C", "C", "C", "C", "C", "C", "C", "C", "C", "C", "C", "C", "C", "C", "C", "C", "C", "C", "C", "C", "C", "C", "C", "C", "C", "C", "C", "C", "C", "C", "H", "H", "H", "H", "H", "H", "H", "H", "H", "H", "H", "H", "H", "H", "H", "H", "H", "H", "H", "H", "H", "H", "H", "H", "H", "H", "H", "H"], "positions_angstrom": [[-5.15350, 30.41040, 4.47887], [3.70090, 17.76117, 3.87930], [0.27109, 19.80440, 12.60891], [-4.36645, 26.84803, 12.22814], [-3.04577, 24.26334, 12.04183], [-5.51066, 27.45989, 8.88125], [-6.36927, 27.80169, 16.36695], [0.64343, 19.73454, 7.73968], [0.41116, 18.27374, 10.39225], [-1.19901, 21.79849, 7.49694], [-0.93621, 20.65886, 9.94250], [-7.51402, 29.89768, 15.21026], [-0.33008, 26.18256, 13.32560], [-6.92526, 31.10967, 6.31029], [-4.12795, 19.98341, 8.33017], [1.94357, 17.36594, 8.19088], [-1.02249, 21.98218, 15.26775], [-5.23755, 29.13529, 11.18158], [-4.71140, 20.04650, 5.73162], [-2.61607, 23.18261, 17.03603], [-2.10350, 27.37347, 14.98556], [-1.02233, 16.61173, 7.37582], [-3.62684, 25.20436, 9.54313], [1.95100, 14.79733, 13.14202], [2.33087, 19.97130, 3.38684], [-3.56037, 26.84736, 7.04616], [1.40989, 16.18574, 15.35995], [-1.66675, 16.62161, 4.79721], [1.30268, 19.26766, 6.83664], [1.29136, 16.79588, 14.17379], [-6.72720, 29.27695, 14.52833], [-4.23992, 28.64245, 5.76177], [-1.42500, 21.76718, 9.90250], [0.62217, 18.65535, 12.77206], [-2.37924, 25.33557, 16.09368], [-2.56819, 23.64435, 10.97783], [-1.25460, 23.28478, 15.13834], [-3.24469, 18.29407, 5.15101], [-5.40142, 28.17800, 7.91427], [-2.32187, 17.45114, 5.60281], [-1.97222, 22.44517, 11.06750], [-2.52228, 18.33413, 7.95942], [2.16154, 19.38924, 4.55656], [1.47878, 19.95449, 5.56010], [-6.34016, 29.65541, 13.17407], [-3.89289, 19.21995, 6.06558], [-5.14544, 29.74238, 5.48978], [-1.59778, 22.47043, 8.57823], [-6.11892, 28.01771, 15.08857], [-5.01846, 27.56181, 12.96468], [2.04752, 17.96687, 7.02051], [-1.78556, 26.09716, 15.16662], [-2.14316, 23.90018, 16.18689], [-2.85917, 24.26354, 9.63850], [2.94425, 18.12352, 4.75272], [2.79889, 17.44869, 6.03855], [-5.57289, 28.85476, 12.42436], [-0.86396, 25.47798, 14.14982], [1.55454, 15.92314, 12.97252], [-3.46545, 19.15958, 7.51184], [-6.26249, 29.32701, 7.66823], [0.77983, 17.75134, 11.57059], [-5.29526, 27.25610, 14.35647], [-0.72535, 24.02826, 14.17396], [-6.14914, 30.06127, 6.56671], [0.82535, 18.04438, 14.08760], [-2.21453, 23.65348, 8.47759], [-4.33905, 27.90009, 6.87196], [-1.85889, 17.42304, 7.03912], [1.25926, 16.51127, 11.66737], [-0.67978, 21.01121, 7.77348], [3.39888, 16.55761, 6.16638], [-0.01751, 23.61692, 13.46360], [-3.57505, 26.49969, 7.95772], [3.00053, 19.45353, 2.90238], [-3.07707, 25.77356, 16.79958], [-6.98659, 29.62437, 8.41718], [-3.44433, 25.11524, 11.77937], [-4.77117, 28.35586, 10.81929], [-1.09008, 16.06060, 5.34485], [-4.62430, 20.61711, 7.78545], [-1.51693, 21.69033, 16.05559], [-1.78667, 22.01575, 12.04650], [-2.38076, 24.10354, 7.50714], [-3.54657, 18.30427, 4.11261], [-3.53643, 28.32157, 5.00197], [0.60441, 18.63871, 14.96224], [-6.64901, 31.44460, 5.43577], [-6.70199, 30.57093, 12.72296], [-2.20694, 18.46646, 8.98661], [-0.04946, 19.12335, 10.55416], [-4.83808, 26.39231, 14.82524], [1.42470, 17.87736, 8.84307], [1.35531, 15.89749, 10.77953], [1.01989, 20.92767, 5.43583], [-1.64511, 27.70379, 14.19601], [-7.05292, 28.43872, 16.64385], [1.89254, 15.35419, 15.22780]], "total_energy_ha": -3723.9954, "lumo_ev": -1.67, "homo_lumo_gap_ev": 8.0, "relative_energy_kcal_mol": 0.0, "smiles": "O=C1C=C(O)C(=O)C=C1O.O=C1C=C(O)C(=O)C=C1O.O=C1C=C(O)C(=O)C=C1O.O=C1C=C(O)C(=O)C=C1O.O=C1C=C(O)C(=O)C=C1O.O=C1C=C(O)C(=O)C=C1O.O=C1C=C(O)C(=O)C=C1O"}



{"formula": "C3H4CrO4", "method": "wB97M-V/def2-TZVPD", "symbols": ["Cr", "O", "O", "O", "O", "C", "C", "C", "H", "H", "H", "H"], "positions_angstrom": [[-1.96542, 0.54439, -3.17711], [0.49104, -0.78210, -0.63822], [-1.42749, -0.11107, 0.33173], [-0.55072, 0.72539, -1.90535], [1.44233, 1.41767, 0.03271], [-0.18861, 0.34271, -0.80139], [0.53742, -1.02983, 0.75607], [-0.80838, -0.92690, 1.16049], [-1.15606, -1.01442, 2.19406], [1.00487, 2.25903, 0.19999], [1.45971, 0.46298, 0.84894], [1.16131, -1.88784, 0.99807]], "total_energy_ha": -1461.2065, "lumo_ev": [-13.05, -11.35], "spin_multiplicity": 5, "total_charge": 2, "homo_lumo_gap_ev": [4.4, 6.4], "relative_energy_kcal_mol": 107.6}



{"formula": "C36H68Cl2N3O6", "method": "wB97M-V/def2-TZVPD", "symbols": ["Cl", "Cl", "O", "O", "O", "O", "O", "O", "N", "N", "N", "C", "C", "C", "C", "C", "C", "C", "C", "C", "C", "C", "C", "C", "C", "C", "C", "C", "C", "C", "C", "C", "C", "C", "C", "C", "C", "C", "C", "C", "C", "C", "C", "C", "C", "C", "C", "H", "H", "H", "H", "H", "H", "H", "H", "H", "H", "H", "H", "H", "H", "H", "H", "H", "H", "H", "H", "H", "H", "H", "H", "H", "H", "H", "H", "H", "H", "H", "H", "H", "H", "H", "H", "H", "H", "H", "H", "H", "H", "H", "H", "H", "H", "H", "H", "H", "H", "H", "H", "H", "H", "H", "H", "H", "H", "H", "H", "H", "H", "H", "H", "H", "H", "H", "H"], "positions_angstrom": [[-2.23730, -1.47661, 0.50722], [3.05024, -1.68427, 1.84247], [-1.75887, -0.61260, 3.76176], [-0.95019, -0.30421, 6.05827], [-2.24561, -2.38913, 5.29027], [4.68947, 2.28382, -3.63575], [-5.25833, 4.22990, 0.80126], [2.61715, -5.41472, -3.13767], [4.04345, 1.09116, -3.26419], [1.78307, -6.16736, -2.29168], [-5.01850, 4.93811, 1.99238], [-3.62883, 6.81773, 2.84952], [0.56920, -0.25734, 3.18043], [-1.58421, 1.27488, 1.17338], [2.83383, 0.60815, -5.46025], [-3.33698, 6.17221, 0.49255], [2.64380, -5.17396, -0.11735], [-6.74601, 7.36287, 1.96525], [-1.49273, 1.66455, 2.78516], [3.15511, -8.10790, -3.26729], [-6.98054, 3.57178, 2.87426], [-4.41825, 6.26555, 1.62381], [-7.33395, 5.97083, 2.15845], [5.11047, -0.35885, -5.05705], [6.42035, 0.21947, -2.97318], [-1.68556, -1.18915, 5.11859], [-6.05291, 5.37477, 4.24360], [1.96485, 2.42172, -3.97766], [4.99059, -0.04308, -3.54547], [0.97680, -3.87982, -1.50984], [1.76092, 0.09963, -3.18807], [-0.89578, 0.96295, 5.28868], [1.97691, 0.56926, 3.41092], [-5.47223, 7.29966, 1.13426], [4.53653, -1.33285, -2.80625], [-6.30987, 4.97834, 2.76274], [3.58686, -7.35059, -0.92586], [1.40612, -8.52531, -1.58682], [2.47470, -7.47073, -2.00688], [-0.77406, 0.51802, 3.70983], [3.20938, -6.52645, 0.29698], [3.28667, -0.44623, 3.22276], [3.75262, -0.57915, -5.71163], [1.45458, -5.30975, -1.10034], [-2.86220, 0.24708, 0.85384], [0.23785, -5.88953, -0.32604], [2.71875, 1.04724, -3.97233], [1.77455, -3.27938, -1.95955], [-5.76821, 7.05477, 0.10391], [4.02792, -7.53780, -3.60788], [3.60735, -1.75418, -3.19428], [0.72557, -1.31071, 3.72039], [-7.47899, 8.00087, 1.46239], [3.52278, -1.05480, 4.21183], [3.90621, -8.34812, -0.59817], [-7.34726, 3.19997, 1.91175], [-6.27950, 2.83295, 3.28331], [-3.76923, 5.91872, -0.48301], [4.47602, -6.88185, -1.37182], [2.45133, -8.18997, -4.10402], [0.44807, -6.83910, 0.16952], [3.44755, -4.58062, -0.57412], [0.88129, 0.62918, -2.80062], [2.12138, 1.45750, 2.63750], [2.45719, 3.16941, -4.61121], [-7.69259, 5.60172, 1.18797], [-2.56996, 5.42624, 0.73204], [1.35979, -9.36867, -2.28746], [1.98111, 0.93660, 4.53431], [-3.65655, 6.14755, 3.71291], [7.05617, -0.66796, -3.07835], [-5.71982, 6.40681, 4.36769], [-5.30785, 4.71666, 4.70616], [-2.83088, 7.13688, 0.35964], [1.87677, 2.83428, -2.96563], [2.33721, -4.62444, 0.78044], [0.62447, -3.31688, -0.63702], [3.88596, -0.71625, -6.78894], [-6.54193, 7.83827, 2.93293], [-0.08050, -5.20518, 0.47075], [1.83983, 0.38140, -5.86644], [-6.97242, 5.28834, 4.83655], [-2.56316, 1.95274, 3.22810], [-3.57005, 0.65679, 0.00232], [0.14341, -3.93242, -2.22212], [5.28654, -2.12738, -2.90997], [-0.56914, 0.89707, 0.72518], [-3.45226, 0.17333, 1.88873], [-1.85092, 2.27035, 0.57077], [3.21778, 1.44824, -6.05692], [-0.26374, 1.85897, 5.69726], [0.38814, -8.12647, -1.58891], [4.40728, -1.14948, -1.73300], [-0.62240, -6.03328, -0.99050], [1.39497, -0.72405, -3.80880], [4.09412, -6.37468, 0.92258], [3.52058, -9.11777, -3.04151], [-3.99682, 7.79697, 3.17098], [2.22222, -0.33080, -2.29516], [3.28649, -1.50156, -5.34294], [1.60342, -8.94054, -0.59369], [-2.55802, 6.92789, 2.63614], [-0.87312, 2.68300, 2.82428], [-7.84961, 3.60129, 3.54262], [6.37732, 0.46501, -1.90430], [5.73155, -1.24859, -5.21392], [4.28749, 0.15755, 2.98101], [0.46860, -0.50071, 2.03769], [-5.02705, 8.30173, 1.08827], [5.62328, 0.46209, -5.57647], [-2.01700, 1.34955, 5.38500], [6.94103, 1.03200, -3.49073], [2.49004, -7.07745, 0.91586], [-8.22066, 6.04302, 2.79918], [0.94950, 2.30528, -4.37751]], "total_energy_ha": -2948.1672, "lumo_ev": [0.23, -0.61], "spin_multiplicity": 4, "homo_lumo_gap_ev": [9.2, 8.9]}